[1]
Computed, not measured: one molecule with the formula CHNO, with ωB97M-V/def2-TZVPD.

Output
Energy relative to the best compared isomer or geometry (same formula, charge and spin) = 1.733 eV
HOMO energy = -11.5 eV
Charge = 0
Lowest unoccupied orbital energy = 0.1500 eV
Frontier orbital gap = 11.6 eV

```
4
Properties=species:S:1:pos:R:3:forces:R:3:mulliken_charge:R:1
N 0.0392 -0.9047 -1.4202 -0.2 4.7 4.7 -0.37
C -0.0138 -0.0904 -0.5187 -0.1 -3.0 -1.5 0.47
O -0.1506 0.7066 0.6032 -1.4 1.1 -7.4 -0.41
H 0.1252 0.2886 1.3358 1.7 -2.8 4.1 0.31
```
Forces are in eV/Å.

=====

[2]
Computed, not measured: a 9-piece molecular cluster, C25H62N7O11 overall, with ωB97M-V/def2-TZVPD.

Output
HOMO energy = -11.2 eV
Charge = +1
Lowest unoccupied orbital energy = -1.4497 eV
Frontier orbital gap = 9.7 eV

```
105
Properties=species:S:1:pos:R:3:forces:R:3:mulliken_charge:R:1
C 1.8944 0.6491 -2.1649 1.3 0.4 0.5 -0.21
C 0.5252 0.1044 -1.9774 2.9 1.1 1.4 0.52
O -0.1735 -0.2956 -2.8186 -1.8 -0.9 -0.9 -0.48
N 0.0942 0.2232 -0.5195 -0.7 -0.4 -0.2 2.70
H 0.7994 -0.0930 0.2234 -0.2 0.2 -1.1 -0.55
H 0.0076 1.2752 -0.4125 -0.3 -1.1 -0.1 -0.46
C -1.1866 -0.5792 -0.3390 0.3 1.8 0.8 -0.52
H 2.6504 0.1093 -1.5193 -1.0 0.6 -0.5 0.12
H 1.8972 1.7397 -1.8825 0.2 -1.1 -0.3 -0.44
H 2.2320 0.5217 -3.2000 -0.3 0.1 0.2 0.59
H -1.7137 -0.0307 0.4498 -0.4 -0.3 -0.4 0.13
H -0.9422 -1.5363 0.0692 0.2 -0.6 -0.2 0.09
H -1.7145 -0.6090 -1.2947 0.0 0.0 0.6 0.43
C -5.4410 -0.6477 0.3320 -0.1 -0.8 -0.2 -0.74
C -4.8734 0.1879 1.4335 0.0 0.3 0.9 -0.11
O -4.0271 -0.5873 2.3029 0.1 0.2 -0.9 -0.54
O -4.4763 -1.0258 -0.6263 0.7 0.2 -0.3 -0.30
H -6.1946 -0.1513 -0.2187 -1.1 1.1 -0.2 0.45
H -5.9487 -1.5496 0.6990 0.5 0.1 0.2 0.29
H -5.6957 0.5591 2.0406 -0.1 -0.1 0.2 0.46
H -4.3559 1.1002 1.0823 0.0 -0.5 -0.2 0.08
H -3.4585 -1.0841 1.6881 0.0 -0.1 0.3 0.20
H -4.2726 -0.1841 -1.0772 0.5 -0.4 0.0 0.13
C -0.0185 3.2929 0.5052 0.1 1.3 1.8 -0.16
C 1.3852 3.4079 1.1152 -0.4 0.7 -0.6 -0.79
O 2.0675 2.1824 1.0070 0.5 0.2 -0.4 -0.29
O 0.0719 3.0849 -0.8678 -2.3 -1.8 0.0 -0.63
H -0.5945 4.2280 0.6784 0.3 -0.3 0.2 0.47
H -0.5525 2.4980 1.0619 0.1 0.1 -0.7 -0.01
H 1.3296 3.8003 2.1362 0.0 -0.2 0.0 0.38
H 1.9555 4.1268 0.5018 -0.1 -0.1 0.3 0.44
H 1.9489 1.6993 1.8173 -0.4 -0.6 0.4 0.11
H 0.8850 3.3909 -1.1880 2.2 1.0 -1.0 0.16
C -3.0236 1.9814 -2.5618 0.8 0.5 0.1 0.22
O -3.0782 1.5801 -1.3976 -0.2 0.2 -0.6 -0.79
N -2.8099 3.2593 -2.9362 0.3 -0.3 1.0 0.26
C -2.9241 3.7322 -4.2770 -1.4 -0.7 -0.8 -0.92
C -2.5169 4.3373 -1.9974 -1.4 -0.3 0.1 -0.62
H -3.0005 1.3067 -3.4336 -0.5 -0.1 0.1 0.24
H -2.0133 4.2275 -4.5829 0.1 0.3 -0.2 0.34
H -3.8256 4.3886 -4.3495 0.8 -0.2 -0.1 0.34
H -3.1163 2.8724 -4.9315 0.1 0.2 0.0 0.29
H -1.9964 5.0650 -2.6032 -0.1 0.6 0.2 0.37
H -3.4851 4.7058 -1.5641 1.0 0.1 -0.3 0.28
H -1.8308 4.0148 -1.2428 0.0 -0.3 0.5 -0.06
C 0.1394 0.8054 3.8406 0.0 -0.3 0.2 -0.02
O 0.0875 0.6995 2.6037 -0.3 -0.1 1.7 -0.62
N -0.6380 0.2745 4.8180 0.0 0.4 -2.3 0.30
C -1.6571 -0.6848 4.5345 -1.4 -0.4 -0.8 -0.85
C -0.3772 0.5090 6.2056 1.2 -0.6 -0.4 -0.88
H 0.9430 1.3459 4.3571 0.3 0.5 -0.4 0.27
H -1.3742 -1.6757 4.8832 0.2 -0.2 -0.2 0.37
H -1.9379 -0.6879 3.4670 0.5 -0.1 0.5 0.16
H -2.5969 -0.4642 5.0529 0.2 0.3 0.1 0.37
H 0.1695 1.4555 6.3136 -0.4 -0.3 0.4 0.27
H -1.3275 0.4331 6.6878 -0.4 0.6 0.7 0.31
H 0.2155 -0.3521 6.5344 0.2 0.3 0.6 0.34
C 2.0067 -1.3630 2.2740 -1.3 -0.6 -0.2 0.27
O 2.0857 -0.9086 1.1331 -0.2 -0.2 0.2 -0.96
N 3.0038 -1.3348 3.1559 -0.5 0.1 0.7 0.35
C 2.8277 -1.8880 4.4875 -0.6 0.7 -0.3 -0.82
C 4.2742 -0.8611 2.7481 1.9 -1.6 -0.5 -1.04
H 1.0604 -1.8879 2.6609 1.1 0.8 -0.5 0.07
H 1.7986 -2.2392 4.4425 0.2 -0.8 0.6 0.23
H 2.8308 -1.1364 5.2941 0.3 0.1 -0.4 0.30
H 3.6042 -2.6184 4.6878 -0.3 -0.4 0.1 0.37
H 4.1788 -0.2657 1.8805 -0.2 0.5 -1.0 0.28
H 4.7609 -0.2692 3.4888 0.2 0.4 0.8 0.39
H 4.9663 -1.7344 2.4889 -0.8 1.0 0.4 0.29
C -2.7369 -4.0464 0.6600 0.4 0.2 -0.6 -0.05
O -2.0348 -3.0761 0.9789 -1.1 -1.1 -0.6 -0.55
N -3.1694 -4.4660 -0.5419 0.5 -0.3 -0.3 0.20
C -2.8461 -3.7519 -1.7517 -1.5 -0.7 -0.1 -0.70
C -3.8704 -5.7450 -0.6827 -0.7 -0.2 -0.1 -1.03
H -3.1296 -4.8011 1.2927 -0.1 -0.4 2.1 0.28
H -3.7082 -3.8942 -2.4220 0.3 0.3 0.0 0.45
H -1.9982 -4.2233 -2.2331 0.5 0.6 -0.1 0.36
H -2.8276 -2.7277 -1.4360 0.7 0.7 -0.5 -0.12
H -4.9439 -5.6238 -0.7295 -0.5 0.6 -0.1 0.40
H -3.6650 -6.2982 -1.6179 0.7 0.4 0.5 0.35
H -3.7775 -6.4031 0.1791 0.7 0.0 0.0 0.33
C 1.9845 -2.7396 -1.6260 -0.7 -0.2 2.0 0.97
O 2.8944 -2.3000 -2.2880 0.0 0.4 -0.3 -0.68
N 1.5320 -4.0110 -1.6488 0.6 -1.3 -0.4 0.14
C 0.6619 -4.5951 -0.6424 0.8 1.5 0.8 -0.63
C 2.2701 -4.9499 -2.4785 0.3 -0.3 0.4 -1.02
H 1.4603 -2.1902 -0.7783 0.4 0.0 -0.9 -0.35
H 0.4650 -3.7567 0.0454 -0.7 -0.4 -0.1 -0.01
H 1.1736 -5.3308 -0.0144 0.2 -0.2 -0.4 0.33
H -0.2292 -5.0346 -1.0691 -0.3 0.0 0.0 0.24
H 3.1121 -5.4485 -1.9410 -0.6 0.3 0.0 0.32
H 1.5723 -5.7433 -2.7834 0.4 0.4 -0.5 0.32
H 2.7521 -4.3448 -3.2412 -0.3 -0.5 -0.6 0.31
C 3.5232 4.5401 -2.8049 -3.1 0.1 0.5 0.05
O 2.5496 3.9647 -2.2370 2.2 0.8 -0.8 -0.68
N 4.8035 4.2716 -2.7007 1.8 0.1 -0.4 0.11
C 5.7650 4.8581 -3.6872 -0.8 -0.8 0.6 -0.88
C 5.2798 3.0575 -2.0639 0.5 -0.7 0.3 -0.87
H 3.3313 5.4071 -3.4829 0.0 -0.4 0.4 0.26
H 5.4160 5.8073 -4.0887 0.0 -0.1 0.2 0.32
H 5.8700 4.1258 -4.4780 0.1 0.0 -0.5 0.39
H 6.7309 4.9297 -3.2124 0.2 0.4 0.2 0.28
H 4.9015 2.1941 -2.6041 0.0 -0.2 -0.1 0.33
H 6.3839 2.9798 -2.0397 -0.6 0.4 -0.3 0.31
H 4.9760 2.9356 -1.0310 -0.4 0.4 0.1 0.26
```
Forces are in eV/Å.

=====

[3]
Computed, not measured: C29H43LaN3O7P2 as an isolated structure, with ωB97M-V/def2-TZVPD.

Output
Energy relative to the best compared isomer or geometry (same formula, charge and spin) = 1.963 eV
HOMO energy (alpha / beta) = -9.4 / -9.4 eV
Charge = +1
Lowest unoccupied orbital energy (alpha / beta) = -6.0637 / -6.0763 eV
Frontier orbital gap (alpha / beta) = 3.4 / 3.4 eV

```
85
Properties=species:S:1:pos:R:3:forces:R:3:mulliken_charge:R:1
La -2.0331 0.0626 -0.5546 0.0 0.3 5.6 1.52
C -0.2052 -2.6677 1.6970 -0.6 0.7 0.2 0.41
C -0.3951 -1.7172 2.7228 -0.3 -0.2 -0.6 0.62
C -2.3549 -1.8748 1.5511 0.3 0.8 -1.2 -0.75
C -1.4064 -2.7832 0.9530 0.0 0.6 0.3 1.06
C -1.6879 -1.1805 2.5939 0.2 -0.3 0.0 0.63
C 1.0364 -3.4437 1.5678 0.8 -0.5 -0.3 -1.36
H 1.8697 -2.7964 1.2537 -0.3 -0.4 0.2 -0.26
H 0.9592 -4.2591 0.8339 0.0 0.2 0.3 0.31
H 1.3221 -3.8683 2.5415 0.0 -0.1 -0.3 0.46
C -1.7254 -3.9414 0.0730 -0.2 -0.6 -0.6 -1.32
H -1.0290 -4.7834 0.2462 -0.3 0.4 -0.1 0.44
H -1.6333 -3.6862 -0.9937 -0.1 -0.3 0.0 0.12
H -2.7483 -4.3303 0.2284 0.4 0.2 0.0 0.20
C -3.8295 -1.8292 1.3093 -0.8 -0.3 0.1 -0.09
H -4.2634 -2.8281 1.4782 0.0 0.2 -0.1 0.29
H -4.1388 -1.5513 0.2789 0.0 -0.2 0.8 -0.12
H -4.3579 -1.1592 2.0102 0.3 -0.2 -0.3 0.27
C -2.3141 -0.2685 3.5766 -0.2 0.6 0.4 -1.64
H -2.2510 -0.6839 4.5975 -0.1 0.2 -0.3 0.31
H -3.3712 -0.0770 3.3618 0.1 -0.1 0.1 0.44
H -1.8147 0.7088 3.5798 0.0 -0.1 0.3 0.26
C 0.5530 -1.4722 3.8382 0.4 0.2 0.2 -1.04
H 0.0160 -1.1845 4.7497 0.1 0.1 -0.1 0.41
H 1.2559 -0.6685 3.5740 -0.1 -0.4 0.3 -0.30
H 1.1440 -2.3689 4.0894 -0.2 0.3 -0.2 0.31
C 2.8452 -0.9711 0.0357 1.2 -0.4 0.1 -0.69
C 3.7818 -1.1835 0.9852 -0.5 -0.1 0.0 -0.74
C 4.2881 -0.2391 2.0555 0.5 0.5 0.0 -0.95
C 3.6725 1.1738 1.9936 0.4 -0.7 -0.1 -0.16
C 2.2137 1.1778 2.3571 0.1 1.1 -0.1 -1.66
C 1.2374 1.4060 1.4727 -0.7 -0.2 0.5 0.86
C 1.3198 1.1849 -0.0049 0.1 0.7 -1.3 2.43
C 2.4557 0.3174 -0.6413 -1.5 0.0 -0.3 -0.56
H 5.3893 -0.1307 2.0282 -0.4 -0.3 -0.1 0.48
H 3.8327 1.5857 0.9906 -0.1 -0.1 0.3 -0.40
H 4.0626 -0.6807 3.0506 0.1 0.0 -0.5 0.37
H 3.3014 0.9572 -0.9469 -0.3 -0.4 0.6 0.11
H 2.4331 -1.8707 -0.4525 0.5 0.5 0.1 0.56
H 4.1926 -2.2012 1.0705 -0.6 0.3 0.2 0.45
H 2.0027 -0.0042 -1.6005 0.3 0.2 0.2 0.69
H 0.3427 0.8091 -0.4134 0.5 -0.2 0.5 -2.54
H 0.2544 1.7878 1.8336 0.5 -0.9 -0.1 0.94
H 1.3512 2.1677 -0.5482 -0.1 -1.1 0.6 -1.00
H 4.2043 1.8544 2.6892 -0.3 -0.4 -0.2 0.62
H 2.0175 1.1522 3.4398 -0.1 0.4 -0.6 0.89
P 3.0731 3.5279 -0.7481 0.8 0.8 -0.2 1.00
C 3.8905 4.0188 -2.3196 0.2 -0.2 -0.1 -1.48
C 4.1783 4.4651 0.3900 0.1 -0.1 0.1 -1.53
P 0.0258 4.3033 -0.0776 0.5 1.0 0.3 0.63
C 1.6561 4.6902 -0.8985 -0.3 0.2 -0.1 -1.56
C 0.4203 4.7758 1.6848 0.1 -0.3 0.2 -1.00
C -0.8078 5.8573 -0.6411 -0.3 -0.2 -0.2 -1.16
H 3.1269 4.1739 -3.0872 0.3 -0.1 0.0 0.45
H 4.5703 3.2190 -2.6383 0.0 0.3 -0.1 0.35
H 4.4474 4.9494 -2.1611 -0.1 -0.2 -0.3 0.39
H 4.5206 5.3708 -0.1161 0.0 0.1 0.3 0.51
H 5.0517 3.8437 0.6272 -0.2 0.2 0.0 0.40
H 3.6769 4.7173 1.3267 0.0 -0.1 0.0 0.34
H -0.0955 6.6813 -0.8052 -0.3 -0.3 0.2 0.34
H -1.5783 6.1440 0.0879 0.2 0.0 -0.3 0.42
H -1.3066 5.6393 -1.5973 0.1 0.2 0.2 0.33
H 1.4263 4.7416 -1.9774 0.0 0.1 0.4 0.50
H 2.0066 5.6867 -0.5722 -0.4 -0.2 -0.2 0.67
H -0.3961 5.4109 2.0402 0.1 0.0 0.0 0.48
H 1.3838 5.3072 1.8353 -0.6 -0.2 -0.3 0.26
H 0.4361 3.8744 2.3149 0.1 0.4 -0.2 0.18
O -2.9882 -4.4883 -6.8086 -1.2 0.0 2.4 -0.54
N -3.7084 -4.7081 -5.8113 -0.6 -2.3 -2.6 0.92
O -4.6345 -5.5524 -5.8155 1.9 2.0 0.5 -0.55
C -3.4882 -3.9536 -4.5954 0.6 1.5 0.9 -0.60
C -2.4298 -3.0420 -4.5405 -0.5 -0.6 0.1 -0.46
C -2.3708 -2.1241 -3.4715 -0.5 -0.5 -0.1 -0.09
C -3.4641 -2.0305 -2.5344 0.2 2.4 1.7 1.35
O -3.5807 -1.0019 -1.6571 -0.2 -2.6 -2.9 -1.13
C -4.4083 -3.0612 -2.5297 -0.1 -1.1 -0.3 0.16
C -4.3945 -4.0505 -3.5116 0.0 0.4 0.0 -0.44
N -5.3699 -3.2248 -1.3627 -1.2 -0.3 1.2 0.91
O -5.0540 -4.1259 -0.5592 -0.7 1.9 -1.9 -0.46
O -6.3971 -2.5174 -1.2842 2.8 -1.5 -0.5 -0.53
N -1.1813 -1.3512 -3.4042 1.6 2.0 0.7 0.83
O -0.3091 -1.4216 -4.2400 -1.7 0.2 1.8 -0.47
O -1.0023 -0.4558 -2.3417 0.6 -3.4 -5.1 -0.52
H -1.6276 -3.0452 -5.2739 -0.4 -0.1 -0.1 0.65
H -5.0928 -4.8840 -3.4779 0.0 0.2 -0.1 0.57
```
Forces are in eV/Å.

=====

[4]
Computed, not measured: one molecule with the formula C5H9NO, with ωB97M-V/def2-TZVPD.

Output
Energy relative to the best compared isomer or geometry (same formula, charge and spin) = 2.409 eV
HOMO energy = -9.0 eV
Charge = 0
Lowest unoccupied orbital energy = 0.9036 eV
Frontier orbital gap = 9.9 eV

```
16
Properties=species:S:1:pos:R:3:forces:R:3:mulliken_charge:R:1
C 1.5046 -0.6247 -0.2783 0.1 0.2 -0.2 -1.04
C 0.5287 0.2142 -0.6304 0.3 -0.1 0.1 0.48
C 0.6020 1.7019 -0.4646 0.0 0.0 0.0 -1.03
N -0.7564 -0.2867 -1.0651 0.2 -0.2 0.0 -0.40
C -1.5177 -0.6573 0.1529 -0.2 0.1 0.2 -0.56
C -0.6068 -0.6325 1.3864 0.0 0.0 0.3 0.14
O -0.5945 0.2540 2.2062 -0.2 -0.4 -0.2 -0.50
H 2.3875 -0.2868 0.2561 0.0 0.1 -0.4 0.29
H 1.4075 -1.6961 -0.4385 0.0 0.1 0.1 0.37
H 0.6434 2.1593 -1.4587 0.0 0.0 0.1 0.30
H 1.4933 1.9905 0.0983 -0.1 0.0 -0.1 0.31
H -0.2821 2.1011 0.0466 0.1 -0.2 -0.1 0.29
H -0.6249 -1.0987 -1.6589 0.0 0.1 0.2 0.33
H -2.3471 0.0339 0.3299 0.1 0.0 -0.1 0.28
H -1.9227 -1.6735 0.0607 0.0 0.2 -0.1 0.35
H 0.0852 -1.4987 1.4573 -0.3 0.1 0.3 0.37
```
Forces are in eV/Å.